(1)
ORCA calculation (ωB97M-V/def2-TZVPD) on C23H63NO10V as an isolated structure in a non-equilibrium geometry.

Summary:
molecular weight	564.7	g/mol
maximum force	0.1168	hartree/bohr
LUMO (spin up / spin down)	-5.007 / -4.268	eV
spin multiplicity	3
HOMO level (spin up / spin down)	-0.3700 / -0.3700	hartree
net charge	+1
⟨S²⟩	2.0477
energy	-72514.759	eV
HOMO-LUMO gap (spin up / spin down)	0.1860 / 0.2132	hartree

Geometry as XYZ:
```
98
Properties=species:S:1:pos:R:3:forces:R:3:lowdin_spin:R:1
V 0.9281 3.8645 -1.9586 0.274 -5.141 -3.094 2.0119
C 1.4744 1.0530 -4.6122 -0.505 -0.195 0.537 -0.0042
C 1.6889 2.5345 -4.8595 1.274 -0.330 -0.653 -0.0050
O 1.3034 3.4323 -3.8677 -1.828 1.360 3.481 -0.0436
H 1.8731 0.7353 -3.6468 0.027 0.017 -0.029 0.0000
H 1.9176 0.4297 -5.3892 0.283 0.288 -0.085 0.0000
H 0.4140 0.7989 -4.6509 -0.047 0.119 0.230 0.0000
H 1.2008 2.7558 -5.8157 -0.094 0.410 0.187 0.0004
H 2.7672 2.7065 -5.0020 -0.089 -0.139 -0.221 -0.0012
C -0.4754 0.0474 -1.5427 -0.143 -0.078 -0.506 0.0035
C 0.7633 0.7007 -0.9672 0.557 -0.577 -0.611 -0.0029
O 0.8430 2.0934 -1.1175 -0.004 3.430 -0.283 -0.0001
H -0.5856 0.2018 -2.6207 0.013 0.301 0.111 -0.0001
H -1.3586 0.4133 -1.0139 -0.050 -0.169 -0.043 0.0000
H -0.4181 -1.0418 -1.4465 0.112 0.069 0.392 0.0002
H 1.6647 0.3116 -1.4648 -0.166 -0.273 0.197 -0.0028
H 0.8021 0.3728 0.0790 0.271 0.593 0.115 -0.0013
C 0.5674 -1.0180 6.0074 -0.183 -0.052 0.198 0.0000
C -0.2546 -1.8574 5.0451 -1.256 -0.790 -0.180 0.0000
C -1.4830 -1.0474 4.5855 0.276 0.785 -0.460 0.0000
C -2.0652 -1.3686 3.2121 -0.055 -0.691 -0.123 0.0000
C -1.0023 -1.6109 2.1567 0.392 -0.053 -0.014 0.0000
C 0.1586 -2.5406 2.5722 0.389 0.754 -0.099 0.0000
N 0.6191 -2.1453 3.8997 0.280 0.669 0.307 0.0000
O 1.7011 -2.9773 4.3196 -0.326 -0.232 -0.074 0.0000
C -0.2091 -4.0089 2.3700 -0.050 -0.016 0.137 0.0000
C 1.3091 -2.1701 1.6386 0.229 0.054 -1.192 0.0000
C -0.8089 -3.1292 5.7152 1.025 -0.393 0.072 0.0000
H -0.0541 -0.5684 6.7836 -0.080 -0.002 -0.053 0.0000
H 1.0276 -0.2305 5.4117 0.143 0.099 0.232 0.0000
H 1.3203 -1.6212 6.5129 0.124 0.050 -0.088 0.0000
H -2.2817 -1.1616 5.3169 0.129 0.073 0.186 0.0000
H -1.2178 0.0189 4.5794 0.055 -0.074 0.015 0.0000
H -2.6924 -0.5261 2.9138 -0.123 -0.120 -0.069 0.0000
H -2.7094 -2.2553 3.2386 -0.019 0.098 0.236 0.0000
H -0.5718 -0.6502 1.8459 -0.024 -0.059 0.033 0.0000
H -1.4048 -2.1053 1.2664 -0.270 0.351 -0.030 0.0000
H -1.1339 -4.2575 2.8916 0.084 -0.139 0.053 0.0000
H -0.3704 -4.2103 1.3089 0.004 0.073 -0.014 0.0000
H 0.6055 -4.6525 2.7009 -0.113 -0.031 0.156 0.0000
H 2.2114 -2.7705 1.7516 -0.145 -0.185 0.114 0.0000
H 0.9719 -2.2502 0.5938 0.037 -0.405 0.076 0.0000
H 1.6152 -1.1237 1.6929 -0.120 -0.049 0.563 0.0000
H 0.0342 -3.6579 6.1690 -0.170 -0.131 0.034 0.0000
H -1.2415 -3.8081 4.9814 -0.164 0.094 0.014 0.0000
H -1.5409 -2.9265 6.4941 -0.008 0.174 -0.007 0.0000
H 2.4558 -2.3873 4.4234 -0.100 0.103 -0.112 0.0000
C -5.3566 -2.6271 -3.0361 -0.704 0.745 0.377 0.0000
C -4.0917 -2.4145 -2.2422 0.278 -1.271 0.173 0.0000
O -3.4686 -1.1866 -2.6104 0.185 -0.079 0.034 0.0001
H -5.2732 -2.2642 -4.0603 0.275 -0.286 -0.083 0.0000
H -6.1694 -2.0384 -2.5985 0.033 -0.032 -0.011 0.0000
H -5.6880 -3.6626 -3.0215 0.176 -0.076 -0.077 0.0000
H -3.4188 -3.2721 -2.3986 0.154 0.285 -0.460 0.0000
H -4.2574 -2.4881 -1.1597 -0.341 0.504 -0.050 0.0000
H -2.5805 -1.2316 -2.2407 -0.006 0.235 -0.052 0.0001
C -0.6763 -2.1289 -5.2152 0.017 0.057 -1.584 0.0000
C -1.5258 -0.9922 -5.8013 -0.122 -0.622 0.739 0.0000
O -2.8866 -1.4011 -5.8323 0.018 0.417 -0.041 0.0000
H -0.8532 -2.9148 -5.9558 0.132 -0.371 0.398 0.0000
H -0.9728 -2.5063 -4.2402 0.007 0.301 0.151 0.0000
H 0.3897 -1.9025 -5.3010 -0.001 0.036 0.431 0.0000
H -1.2314 -0.8395 -6.8387 0.071 0.193 0.049 0.0000
H -1.4015 -0.0587 -5.2387 -0.122 0.066 -0.125 0.0000
H -3.2433 -1.2708 -4.9472 -0.098 -0.077 0.169 0.0000
C 1.8818 1.3407 3.0065 -0.418 -0.787 0.571 0.0000
C 1.9965 2.7718 2.4991 0.524 -1.315 1.521 0.0000
O 0.8749 3.5211 2.9585 -0.083 0.063 -0.804 0.0001
H 0.8844 0.9023 2.8828 0.064 0.181 -0.511 0.0000
H 2.0112 1.2387 4.0891 0.248 0.474 -0.054 0.0000
H 2.6138 0.6602 2.5619 -0.027 0.184 -0.188 0.0000
H 2.1137 2.6978 1.4165 -0.431 0.706 -0.095 -0.0001
H 2.9147 3.1319 2.9737 0.014 0.469 -0.497 0.0000
H 1.1389 4.1825 3.6012 0.086 -0.002 -0.015 0.0000
C -2.4922 2.8775 1.1673 0.331 -0.643 0.425 0.0001
O -1.8746 3.7851 2.0641 -0.094 0.051 -0.589 0.0002
H -1.9165 1.9439 1.1125 -0.124 -0.035 0.064 0.0000
H -3.4808 2.6339 1.5566 -0.093 0.050 -0.250 0.0000
H -2.5619 3.2221 0.1276 -0.100 0.390 0.179 0.0000
H -0.9932 3.4549 2.2724 0.164 0.192 0.154 0.0000
C 3.9227 3.5165 -1.0635 -0.256 -0.636 0.443 0.0041
O 2.9610 4.3845 -1.7205 0.199 0.231 0.798 0.0179
H 4.7494 4.0486 -0.5979 0.028 0.374 -0.482 0.0001
H 3.4177 3.0287 -0.2346 -0.245 -0.106 -0.221 -0.0001
H 4.2381 2.7741 -1.7903 0.241 0.002 0.073 0.0003
H 3.4696 5.0285 -2.2281 -0.390 0.040 -0.251 0.0003
C 5.0821 0.1128 -0.1556 0.257 1.361 0.085 0.0000
O 4.5260 -0.9354 0.5954 -0.158 -0.282 -0.581 0.0000
H 4.3603 0.8741 -0.4928 -0.438 -0.403 0.258 0.0000
H 5.7522 0.6563 0.5162 0.255 -0.086 -0.239 0.0000
H 5.6024 -0.1470 -1.0807 0.215 -0.512 0.298 0.0000
H 4.5088 -1.7091 0.0248 -0.169 -0.135 0.216 0.0000
C -1.9472 2.8026 -2.8211 -0.264 -0.368 -0.392 0.0032
O -1.2072 3.8795 -2.2004 0.505 0.514 0.103 0.0173
H -1.9498 1.9384 -2.1691 0.169 0.070 0.002 0.0002
H -2.9859 3.0554 -3.0282 0.108 0.482 0.159 0.0003
H -1.4682 2.5870 -3.7730 0.141 -0.079 0.108 0.0002
H -1.7955 4.5488 -1.8342 -0.056 -0.114 0.032 0.0011
```
Forces are in eV/Å.

---

(2)
ORCA calculation (ωB97M-V/def2-TZVPD) on C23H64FeI2N4O7 as an isolated structure in a non-equilibrium geometry.

Summary:
molecular weight	818.4	g/mol
maximum force	0.0538	hartree/bohr
LUMO (spin up / spin down)	0.473 / 0.468	eV
spin multiplicity	5
HOMO level (spin up / spin down)	-0.2950 / -0.2963	hartree
⟨S²⟩	6.0083
energy	-95771.739	eV
HOMO-LUMO gap (spin up / spin down)	0.3124 / 0.3135	hartree

Geometry as XYZ:
```
101
Properties=species:S:1:pos:R:3:forces:R:3:lowdin_spin:R:1
Fe -0.5189 1.6431 -0.6431 0.614 -0.542 -0.070 3.7466
I -1.7872 0.9604 1.9601 -0.012 0.178 -0.322 0.0492
I 1.0455 1.9466 -3.1513 -0.201 0.089 0.569 0.0634
C -6.1252 -1.6103 -0.4567 0.622 -0.173 0.823 0.0000
C -5.2254 -1.0046 0.6299 -0.240 -0.740 0.245 0.0001
C -5.6179 -1.5315 2.0271 -1.341 1.611 -0.872 0.0001
O -3.8998 -1.3834 0.2820 0.969 0.690 0.262 0.0004
H -5.9640 -1.1021 -1.4162 -0.052 -0.357 0.161 0.0000
H -7.1812 -1.5418 -0.1567 0.320 -0.171 -0.237 0.0000
H -5.7573 -2.6622 -0.4624 -0.730 0.541 -0.520 0.0000
H -5.2933 0.0775 0.6332 -0.084 0.417 0.069 0.0000
H -5.7171 -2.5982 2.0721 0.221 -0.607 -0.030 0.0000
H -6.6276 -1.0909 2.2095 0.510 -0.427 0.112 0.0000
H -4.9839 -1.1313 2.7980 0.508 -0.053 0.297 0.0002
H -3.2750 -0.7708 0.7556 -0.644 -0.673 -0.249 0.0005
C -0.5020 -4.0875 2.4559 0.262 0.336 0.343 0.0000
C -0.1815 -2.6008 2.3343 -1.197 0.196 0.819 0.0002
C 0.4428 -1.9775 3.5808 1.130 1.003 -1.402 0.0002
O 0.6065 -2.3576 1.1650 -0.385 0.250 -0.018 0.0002
H 0.4925 -4.5265 2.6173 -0.581 -0.792 0.070 0.0000
H -0.9744 -4.4053 1.5525 0.274 -0.392 -1.075 0.0000
H -1.2878 -4.4048 3.1719 0.951 0.601 0.374 0.0000
H -1.1270 -2.0744 2.1649 0.241 0.155 -0.199 0.0003
H -0.2753 -1.9277 4.3661 -0.435 0.185 0.596 0.0000
H 0.8093 -0.9514 3.2911 -0.729 -0.742 0.504 0.0001
H 1.3417 -2.4602 3.9635 -0.008 -0.542 -0.114 0.0000
H 1.4417 -2.7954 1.2910 0.680 -0.371 0.071 0.0000
C -1.4365 0.2544 5.5986 0.675 1.295 -0.855 0.0017
O -0.1635 0.8661 5.3542 0.323 -0.097 0.017 0.0005
H -2.1559 1.0631 5.5978 -0.657 -0.072 0.183 0.0004
H -1.6391 -0.3942 4.7649 -0.509 -0.587 -0.064 0.0013
H -1.4334 -0.2486 6.5471 0.190 -0.269 0.346 0.0001
H -0.1782 1.1961 4.4376 -0.148 -0.208 0.440 0.0005
C 3.3498 1.1783 1.7776 -1.073 -0.921 -0.491 0.0014
C 1.9325 1.5985 1.3155 -1.148 -0.130 -0.538 0.0009
C 1.9522 2.9749 0.6470 0.935 -0.625 0.394 0.0007
O 0.6885 3.3383 0.2191 -2.415 0.622 -1.196 0.0269
C 0.6017 4.6774 -0.3855 0.975 -1.686 0.629 0.0008
N 1.2321 0.6421 0.3189 1.594 1.742 0.578 0.0277
H 3.6258 1.7800 2.6254 0.234 0.250 0.363 0.0002
H 4.1568 1.2210 1.0215 -0.660 0.097 0.134 0.0000
H 3.2148 0.1374 2.1187 0.469 0.298 0.021 0.0001
H 1.2468 1.6803 2.1836 0.453 -0.228 -0.328 0.0001
H 2.6497 2.9920 -0.1912 0.191 0.023 0.139 0.0001
H 2.2376 3.6721 1.4248 0.570 0.422 0.125 0.0004
H -0.4402 4.9344 -0.4595 -0.211 0.134 -0.008 -0.0001
H 1.1157 4.7039 -1.3376 -0.174 -0.290 -0.464 0.0001
H 1.1718 5.2978 0.2701 -0.027 0.912 0.607 0.0005
H 1.1103 -0.2889 0.6813 -0.309 -0.398 0.588 0.0009
H 1.9790 0.5602 -0.3557 -0.091 -0.288 -0.931 0.0013
C -3.3433 -0.3809 -3.4915 -0.377 -0.379 1.196 0.0019
C -2.5270 0.6488 -2.6709 -0.451 0.461 -1.450 0.0023
C -3.3501 1.6828 -1.9274 -0.569 -2.630 0.407 0.0015
O -2.4437 2.4692 -1.2005 0.026 0.434 0.183 0.0293
C -3.1345 3.4044 -0.4115 -0.042 0.952 0.882 0.0015
N -1.6157 0.0633 -1.7442 0.732 -1.365 1.846 0.0305
H -3.8446 -0.9895 -2.7080 -0.273 0.261 -0.538 0.0001
H -2.7541 -1.1332 -4.0385 0.271 0.671 0.085 0.0000
H -4.0842 0.0492 -4.1848 0.287 -0.015 0.380 0.0003
H -1.9212 1.2725 -3.3182 0.378 -0.141 -0.509 0.0001
H -4.0631 1.1184 -1.2638 0.524 0.688 -0.033 0.0002
H -3.9370 2.2246 -2.6308 -0.399 0.956 -0.491 0.0005
H -3.8597 2.9067 0.2572 0.455 0.241 -0.150 0.0003
H -3.6327 4.1102 -1.0493 -0.664 0.218 -0.562 0.0006
H -2.4352 4.0492 0.1480 -0.070 -0.832 0.074 -0.0001
H -0.9757 -0.5707 -2.2033 0.590 -0.059 -0.338 0.0006
H -2.0435 -0.5685 -1.0325 -0.235 0.761 -0.715 0.0010
C 5.3101 1.8440 -2.5360 0.166 -1.179 -0.029 0.0003
C 5.8863 2.6385 -1.3839 -1.377 0.388 0.284 0.0000
C 7.1211 3.3815 -1.9156 -0.457 -0.517 0.809 0.0000
O 7.6954 4.2849 -0.9770 -0.915 0.425 -1.663 0.0000
C 8.4113 3.6153 -0.0248 0.712 -0.720 0.680 0.0000
N 4.8029 3.5364 -0.9139 -0.213 0.947 -0.558 0.0000
H 4.4077 1.2829 -2.3447 -0.673 0.322 0.714 0.0003
H 5.9558 1.0041 -2.7812 0.598 0.265 -0.579 0.0000
H 5.0589 2.4670 -3.3956 0.394 0.015 -0.076 0.0002
H 6.0996 1.9915 -0.4969 0.231 0.262 -0.851 0.0000
H 6.7866 3.9227 -2.7930 0.235 0.356 -0.114 0.0000
H 7.8371 2.6019 -2.1957 0.296 0.191 -0.189 0.0000
H 9.2429 3.0352 -0.4320 0.285 0.153 -0.212 0.0000
H 7.8054 2.9030 0.4955 -0.560 -0.573 0.586 0.0000
H 8.7636 4.3220 0.6963 0.390 0.471 0.376 0.0000
H 5.2029 4.4055 -0.5614 0.013 -0.182 0.109 0.0000
H 4.1445 3.8378 -1.6709 0.991 -0.629 0.604 0.0000
C 0.5273 -4.9935 -1.6493 -0.634 1.302 0.726 0.0000
C -0.2867 -3.8175 -2.1864 0.492 0.694 0.981 0.0000
C -1.6265 -3.5955 -1.5261 -0.445 -0.090 1.380 0.0002
O -2.3643 -4.7788 -1.5490 -0.675 -1.131 -0.578 0.0000
C -3.7041 -4.6436 -1.0879 0.798 0.904 -0.122 0.0000
N 0.3937 -2.5143 -1.9702 -0.058 -0.313 -0.261 0.0000
H 0.8028 -4.7574 -0.6106 0.044 -0.368 -0.195 0.0000
H 1.3932 -5.0778 -2.2641 0.890 -0.191 -0.299 0.0000
H -0.0393 -5.8922 -1.7072 -0.410 -0.830 0.108 0.0000
H -0.4310 -4.0200 -3.2294 -0.205 0.345 -0.793 0.0000
H -2.1819 -2.7899 -2.0495 0.301 -0.160 0.347 0.0002
H -1.4798 -3.3342 -0.4167 -0.054 0.237 -1.346 0.0000
H -4.2566 -3.9206 -1.7239 0.104 -0.430 0.241 0.0000
H -3.6361 -4.2275 -0.0841 -0.430 0.103 0.298 0.0000
H -4.1899 -5.6142 -1.0585 0.111 -0.054 -0.192 0.0000
H 0.5411 -2.4100 -0.9596 0.045 -0.030 -0.457 0.0000
H 1.2951 -2.5118 -2.4363 -0.021 0.126 0.105 0.0000
```
Forces are in eV/Å.